A 2-piece molecular cluster, C7H13ClFN2O2PSi overall, computed with ωB97M-V/def2-TZVPD.

Summary:
Kohn-Sham gap: 8.849 eV
electronic energy: -46952.325 eV

ORCA input file:
```
! wB97M-V def2-TZVPD RIJCOSX def2/J DEFGRID3
* xyz 0 1
C 3.989 -1.660 0.715
C 3.330 -0.798 1.811
P 2.744 0.849 1.212
C 3.918 1.362 -0.147
Si 0.820 0.678 0.175
Cl 0.896 -0.381 -1.645
C -0.576 -0.022 1.307
O -0.359 -0.558 2.302
N -1.937 0.219 0.828
C -2.727 -0.912 0.820
O -2.883 -1.673 1.635
F -3.383 -1.017 -0.339
H 4.887 -1.197 0.339
H 4.180 -2.640 1.123
H 3.305 -1.761 -0.121
H 4.102 -0.613 2.548
H 2.562 -1.369 2.314
H 4.912 1.186 0.236
H 3.762 0.739 -1.013
H 3.747 2.399 -0.377
H 0.393 2.048 -0.184
H -1.874 0.534 -0.138
C -5.573 0.550 -1.808
C -5.759 1.198 -3.098
N -5.906 1.709 -4.115
H -4.975 -0.351 -1.904
H -5.066 1.211 -1.106
H -6.528 0.269 -1.368
*
```

***

A 2-piece molecular cluster, C7H13ClNOP overall, computed with ωB97M-V/def2-TZVPD.

Summary:
Kohn-Sham gap: 8.782 eV
energy relative to the best compared isomer or geometry (same formula, charge and spin): 311.5 kJ/mol
electronic energy: -32814.651 eV

ORCA input file:
```
! wB97M-V def2-TZVPD RIJCOSX def2/J DEFGRID3
* xyz 0 1
C 2.443 2.753 -1.045
C -2.059 -2.010 -0.053
C -3.387 -2.664 0.318
C -2.078 -1.209 -1.289
C 1.808 -1.803 0.857
C 3.004 2.703 0.302
C 1.956 2.147 1.259
N 2.076 2.910 -2.129
O 2.082 0.689 1.241
P 1.702 -0.206 -0.132
Cl 3.638 -0.229 -0.955
H -4.295 -2.581 -0.231
H -3.073 -3.692 0.581
H -3.531 -2.081 1.258
H -2.069 -0.166 -0.932
H -2.880 -1.299 -1.956
H -1.094 -1.400 -1.734
H 2.852 -2.091 1.219
H 1.123 -1.777 1.630
H 1.454 -2.709 0.274
H 3.870 2.003 0.405
H 3.231 3.629 0.685
H 0.826 2.449 1.116
H 2.330 2.486 2.175
*
```

***

A 2-piece molecular cluster, C7H13ClO2S overall, computed with ωB97M-V/def2-TZVPD.

Summary:
Kohn-Sham gap: 9.152 eV
energy relative to the best compared isomer or geometry (same formula, charge and spin): 265.3 kJ/mol
electronic energy: -34917.262 eV

ORCA input file:
```
! wB97M-V def2-TZVPD RIJCOSX def2/J DEFGRID3
* xyz 0 1
C 0.806 0.116 0.529
C -0.421 -0.686 0.396
C -0.267 0.774 -0.278
C -0.360 -1.878 -0.561
C -1.304 -0.945 1.613
C -0.066 0.999 -1.764
C -1.165 1.873 0.232
O 2.522 -0.312 -1.485
O 2.856 -1.614 0.549
S 2.396 -0.397 -0.045
Cl 3.651 1.072 0.710
H 1.210 0.759 2.198
H -0.780 -2.828 -0.022
H 0.641 -2.032 -0.944
H -1.040 -1.564 -1.248
H -2.145 -1.370 1.178
H -1.345 -0.039 2.190
H -0.915 -1.750 2.283
H -0.917 0.792 -2.324
H 0.875 0.492 -2.099
H 0.159 2.003 -2.057
H -2.222 1.675 -0.005
H -0.844 2.740 -0.315
H -1.324 2.120 1.270
*
```

***

One molecule with the formula C7H13F, computed with ωB97M-V/def2-TZVPD.

Summary:
Kohn-Sham gap: 9.882 eV
energy relative to the best compared isomer or geometry (same formula, charge and spin): 513.6 kJ/mol
electronic energy: -10181.519 eV

ORCA input file:
```
! wB97M-V def2-TZVPD RIJCOSX def2/J DEFGRID3
* xyz 0 1
C -1.007 1.233 -3.415
C -1.384 1.185 -1.885
C -0.509 0.008 -1.340
C -0.862 -0.560 0.104
C 0.101 -0.650 1.029
C -0.172 -0.951 2.404
C 1.675 -0.421 0.986
H -0.811 0.200 -3.986
H -1.798 1.849 -4.283
H -0.011 1.873 -3.325
H -2.485 0.988 -1.496
H -1.257 2.190 -1.355
H -0.474 -0.606 -2.249
H 0.634 0.188 -1.025
H -1.969 -0.764 0.581
H 0.636 -1.689 2.668
H 0.391 -0.266 3.101
H -1.270 -1.609 2.649
H 1.906 0.205 -0.031
H 2.186 -1.442 0.732
F 1.919 -0.021 2.303
*
```

***

An isolated ion of composition C7H13N and charge -1, computed with ωB97M-V/def2-TZVPD.

Summary:
Kohn-Sham gap (alpha / beta): 2.245 / 7.065 eV
energy relative to the best compared isomer or geometry (same formula, charge and spin): 125.4 kJ/mol
electronic energy: -8956.618 eV

ORCA input file:
```
! wB97M-V def2-TZVPD RIJCOSX def2/J DEFGRID3
* xyz -1 2
C -0.276 3.292 1.899
C 0.487 1.976 1.940
C 0.242 1.171 0.689
C -0.377 -0.001 0.605
N -0.816 -0.570 -0.568
C -0.535 -2.004 -0.838
C 0.515 -3.307 -2.825
C 0.430 -2.212 -1.954
H -0.305 3.798 2.879
H -1.265 3.188 1.535
H 0.211 3.943 1.219
H 0.166 1.417 2.754
H 1.546 2.208 2.124
H 0.534 1.669 -0.230
H -0.619 -0.659 1.442
H -0.600 -0.037 -1.330
H -0.129 -2.408 0.095
H -1.493 -2.529 -0.952
H -0.148 -4.180 -2.820
H 1.275 -3.310 -3.590
H 1.157 -1.445 -2.074
*
```

***

One molecule with the formula C7H13N, computed with ωB97M-V/def2-TZVPD.

Summary:
Kohn-Sham gap: 9.246 eV
energy relative to the best compared isomer or geometry (same formula, charge and spin): 402.7 kJ/mol
electronic energy: -8955.759 eV

ORCA input file:
```
! wB97M-V def2-TZVPD RIJCOSX def2/J DEFGRID3
* xyz 0 1
C 0.248 0.606 -0.723
C -0.709 1.758 -0.534
C -1.556 1.207 0.670
C -1.169 -0.206 1.288
C -0.466 -1.261 0.916
C 1.006 -1.476 0.509
C 1.509 0.021 -1.378
H -0.325 -0.300 -0.931
H 0.588 0.469 0.302
H -1.270 2.072 -1.412
H -0.156 2.655 -0.222
H -2.624 1.113 0.404
H -1.579 1.879 1.528
H -1.763 -0.303 2.195
H -0.858 -2.244 1.292
H 1.265 -2.506 0.864
H 1.627 -0.811 1.131
H 0.869 -1.868 -1.495
H 1.437 -0.048 -2.456
H 2.433 0.601 -1.083
N 1.493 -1.358 -0.866
*
```